Record 1
95
Properties=species:S:1:pos:R:3:mulliken_spin:R:1 method="wB97M-V/def2-TZVPD" multiplicity=4 relative_energy_kcal_mol=60.31 total_charge=0 mol_weight_g_mol=865.3 s2=3.77 lumo_energy_ev="-2.07 / -1.13" homo_lumo_gap_ev="6.293 / 7.237"
Cr 1.376 -0.272 1.216 2.972
B 0.336 2.456 2.609 0.005
F -0.166 2.514 3.909 -0.001
F 1.492 3.093 2.521 0.001
F 0.557 1.189 2.307 0.000
F -0.553 2.869 1.671 0.000
B 0.793 0.526 -1.219 -0.028
F 1.671 0.979 -2.125 0.002
F 1.286 -0.617 -0.771 0.037
F 0.938 1.293 -0.044 0.004
F -0.500 0.346 -1.589 0.007
C 5.345 -0.453 3.189 0.004
F 4.882 -0.751 4.464 0.001
F 6.511 0.140 3.304 0.000
F 5.245 -1.496 2.401 0.000
S 4.019 0.889 2.633 0.017
O 3.040 0.784 3.733 0.004
O 4.676 2.146 2.402 0.006
N 3.220 0.275 1.147 -0.004
S 4.426 0.412 0.053 0.014
O 5.802 0.461 0.584 -0.006
O 4.251 -0.597 -0.987 0.003
C 4.232 2.065 -0.838 0.002
F 5.344 2.781 -0.678 0.000
F 4.097 1.972 -2.083 0.001
F 3.218 2.789 -0.202 0.000
C -4.099 -2.956 -1.804 0.000
C -2.923 -2.143 -2.232 0.000
O -1.886 -2.302 -1.349 -0.001
H -5.028 -2.762 -2.341 0.000
H -4.166 -2.672 -0.754 0.000
H -3.880 -4.022 -1.866 0.000
H -3.216 -1.093 -2.234 0.000
H -2.590 -2.246 -3.265 0.000
H -1.480 -3.137 -1.592 0.000
C -2.998 1.846 -5.325 0.000
C -3.089 0.719 -4.224 0.000
O -1.850 0.028 -4.114 0.000
H -4.054 2.117 -5.336 0.000
H -2.639 1.508 -6.297 0.000
H -2.519 2.767 -4.992 0.000
H -3.854 0.006 -4.531 0.000
H -3.384 1.127 -3.257 0.000
H -1.845 -0.143 -3.169 0.000
C 2.049 -2.976 4.637 -0.001
C 2.262 -2.329 3.260 0.043
C 2.130 -3.320 2.034 -0.007
O 1.931 -2.419 0.946 -0.012
C 1.777 -3.207 -0.264 0.003
N 1.233 -1.298 3.072 -0.042
H 2.804 -3.751 4.765 0.000
H 1.048 -3.394 4.743 0.000
H 2.091 -2.195 5.396 0.000
H 3.241 -1.872 3.117 -0.018
H 1.530 -4.202 2.261 -0.001
H 3.082 -3.850 2.003 0.001
H 1.267 -2.721 -1.095 0.000
H 1.322 -4.197 -0.218 0.000
H 2.771 -3.433 -0.650 0.001
H 1.347 -0.884 3.987 0.005
H 0.375 -1.807 3.232 0.015
C -2.647 0.188 1.630 -0.001
C -1.575 -0.899 2.047 0.005
C -2.085 -2.320 2.299 0.001
O -1.006 -3.203 2.462 0.004
C -1.290 -4.575 2.700 0.000
N -0.596 -0.963 0.968 -0.063
H -3.261 -0.156 0.797 0.000
H -2.227 1.160 1.372 0.000
H -3.418 0.311 2.390 0.000
H -1.132 -0.630 3.006 -0.003
H -2.733 -2.769 1.546 0.000
H -2.692 -2.325 3.204 0.000
H -0.434 -5.233 2.552 0.000
H -2.064 -4.828 1.976 0.000
H -1.453 -4.783 3.758 0.000
H -0.779 -1.877 0.579 0.016
H -1.075 -0.511 0.203 0.014
C -2.722 4.933 -1.666 0.000
C -2.166 3.591 -2.086 0.000
C -0.683 3.586 -2.692 0.001
O -0.852 4.426 -3.804 0.000
C 0.427 4.689 -4.478 0.000
N -2.302 2.693 -1.033 0.000
H -2.968 5.081 -0.614 0.000
H -3.705 5.138 -2.090 0.000
H -2.073 5.780 -1.887 0.000
H -2.841 3.232 -2.862 0.000
H -0.361 2.599 -3.024 0.000
H -0.040 4.018 -1.925 0.000
H 0.300 5.600 -5.062 0.000
H 0.578 3.833 -5.135 0.000
H 1.264 4.801 -3.788 0.000
H -1.821 3.016 -0.206 0.000
H -1.862 1.820 -1.288 0.000

---

Record 2
75
Properties=species:S:1:pos:R:3:mulliken_charge:R:1 method="wB97M-V/def2-TZVPD" relative_energy_kcal_mol=25.29 total_charge=+1 mol_weight_g_mol=448.9 lumo_energy_ev=-4.37 homo_lumo_gap_ev=6.106
Li 2.717 3.587 0.619 0.863
Li 2.334 1.444 2.859 0.793
Cl 1.722 1.328 0.586 -0.774
C -8.762 -3.889 1.479 -0.713
O -7.506 -4.103 0.871 -0.379
C -6.810 -2.924 0.550 -0.529
C -6.041 -2.392 1.760 -0.492
N -5.485 -1.065 1.542 -0.307
C -4.375 -1.030 0.589 -0.410
C -3.769 0.347 0.566 -0.397
O -2.778 0.402 -0.441 -0.294
C -1.855 1.443 -0.237 0.214
H -8.721 -3.897 2.572 0.270
H -9.439 -4.656 1.105 0.261
H -9.205 -2.920 1.214 0.328
H -7.475 -2.130 0.191 0.345
H -6.119 -3.147 -0.266 0.279
H -5.279 -3.128 2.059 0.252
H -6.762 -2.296 2.575 0.422
H -5.225 -0.655 2.429 0.230
H -4.794 -1.344 -0.367 0.286
H -3.596 -1.769 0.840 0.215
H -3.367 0.554 1.574 0.121
H -4.492 1.154 0.397 0.340
H -2.256 2.457 -0.115 0.344
H -1.181 1.433 -1.092 -0.169
H -1.268 1.232 0.667 -0.173
C -0.547 0.830 3.732 -0.801
O 0.821 0.430 3.668 -0.285
C 0.980 -0.968 3.427 -0.387
C 2.410 -1.252 2.946 -0.777
N 3.443 -0.375 3.559 -0.136
C 4.761 -0.698 2.938 -0.616
C 5.577 -1.684 3.784 -0.719
O 4.776 -2.783 4.108 -0.265
C 5.333 -3.643 5.083 -0.770
H -0.673 1.810 3.265 0.237
H -0.836 0.986 4.776 0.321
H -1.205 0.110 3.253 0.293
H 0.328 -1.277 2.606 0.365
H 0.718 -1.537 4.322 0.421
H 2.425 -1.102 1.870 0.363
H 2.594 -2.297 3.202 0.342
H 3.541 -0.706 4.515 0.179
H 5.338 0.229 2.938 0.334
H 4.697 -1.102 1.931 0.338
H 5.967 -1.184 4.681 0.386
H 6.441 -1.996 3.180 0.439
H 6.301 -4.012 4.721 0.306
H 4.687 -4.513 5.168 0.242
H 5.455 -3.160 6.055 0.325
C 4.068 5.928 -5.354 -0.776
O 3.198 4.953 -4.853 -0.234
C 2.647 4.120 -5.862 -0.682
C 1.653 3.168 -5.214 -0.468
N 2.283 2.348 -4.185 -0.272
C 1.322 1.811 -3.210 -0.635
C 0.565 0.562 -3.660 -0.625
O 1.509 -0.330 -4.229 -0.398
C 0.929 -1.376 -4.970 -0.792
H 3.632 6.654 -6.051 0.299
H 4.920 5.451 -5.860 0.316
H 4.447 6.495 -4.503 0.223
H 3.494 3.553 -6.286 0.335
H 2.221 4.685 -6.696 0.403
H 1.267 2.554 -6.040 0.319
H 0.853 3.767 -4.779 0.323
H 2.654 1.503 -4.612 0.314
H 0.561 2.546 -2.930 0.355
H 1.905 1.584 -2.315 0.181
H -0.191 0.806 -4.412 0.382
H 0.186 0.089 -2.746 0.494
H 1.668 -2.148 -5.173 0.252
H 0.527 -0.977 -5.906 0.316
H 0.138 -1.891 -4.409 0.308

---

Record 3
73
Properties=species:S:1:pos:R:3:mulliken_charge:R:1 method="wB97M-V/def2-TZVPD" relative_energy_kcal_mol=59.18 total_charge=-1 mol_weight_g_mol=435.0 lumo_energy_ev=2.92 homo_lumo_gap_ev=7.158
Cl 0.396 1.197 -0.439 -0.867
C 3.098 -2.693 -2.701 -0.883
O 2.596 -1.950 -1.574 -0.025
C 3.359 -2.164 -0.425 -0.921
C 2.604 -1.687 0.835 -0.169
N 1.462 -2.629 1.201 -0.116
C 0.793 -2.275 2.435 -0.586
C -0.552 -3.070 2.677 -0.755
O -1.273 -3.157 1.478 -0.153
C -2.413 -3.988 1.497 -0.829
H 3.303 -3.756 -2.572 0.364
H 4.092 -2.320 -2.945 0.386
H 2.491 -2.468 -3.578 0.132
H 4.305 -1.637 -0.545 0.364
H 3.616 -3.222 -0.396 0.387
H 2.272 -0.662 0.667 -0.008
H 3.328 -1.652 1.648 0.295
H 1.752 -3.595 1.156 0.189
H 0.606 -1.205 2.344 0.324
H 1.427 -2.457 3.303 0.360
H -1.196 -2.642 3.445 0.388
H -0.247 -4.075 2.969 0.408
H -2.868 -4.193 2.466 0.413
H -2.143 -5.012 1.238 0.344
H -3.225 -3.555 0.912 0.034
C -3.196 -0.472 0.668 -0.925
O -2.698 -0.981 -0.508 0.023
C -3.776 -1.311 -1.413 -0.816
C -3.147 -1.234 -2.866 -0.755
N -2.301 -2.391 -3.054 -0.228
C -1.664 -2.404 -4.360 -0.860
C -0.667 -1.250 -4.659 -0.807
O 0.150 -0.921 -3.589 -0.007
C 0.954 0.217 -3.740 -0.915
H -2.413 -0.389 1.422 0.123
H -3.928 -1.133 1.132 0.371
H -3.670 0.491 0.477 0.378
H -4.476 -0.477 -1.436 0.429
H -4.253 -2.272 -1.222 0.301
H -2.684 -0.255 -2.989 0.348
H -3.948 -1.342 -3.597 0.509
H -2.990 -3.130 -3.084 0.233
H -2.435 -2.193 -5.100 0.430
H -1.211 -3.362 -4.615 0.412
H -1.334 -0.415 -4.875 0.398
H -0.064 -1.526 -5.524 0.413
H 1.632 0.422 -2.912 0.142
H 0.403 1.140 -3.919 0.336
H 1.610 0.129 -4.606 0.404
C -2.616 4.062 2.130 -0.683
O -1.534 4.935 1.879 -0.362
C -1.023 4.829 0.581 -0.270
C 0.465 5.291 0.441 -0.980
N 1.467 4.295 0.790 -0.297
C 1.522 3.979 2.187 -0.269
C 2.814 3.056 2.549 -0.058
O 2.670 2.784 3.931 -0.290
C 3.639 1.881 4.313 -0.621
H -3.471 4.218 1.472 0.316
H -2.984 4.268 3.135 0.276
H -2.315 3.018 2.043 0.231
H -1.693 5.353 -0.101 0.519
H -0.979 3.826 0.157 0.223
H 0.564 6.293 0.857 0.404
H 0.672 5.587 -0.587 0.385
H 1.124 3.423 0.414 0.038
H 0.615 3.458 2.493 0.114
H 1.522 4.845 2.849 0.339
H 3.807 3.437 2.311 0.347
H 2.688 2.147 1.962 -0.095
H 3.398 1.745 5.368 0.257
H 4.649 2.287 4.268 0.292
H 3.518 0.909 3.834 0.174

---

Record 4
86
Properties=species:S:1:pos:R:3:mulliken_spin:R:1 method="wB97M-V/def2-TZVPD" multiplicity=4 total_charge=0 mol_weight_g_mol=922.4 s2=3.77 lumo_energy_ev="-1.77 / -1.77" homo_lumo_gap_ev="4.584 / 5.477"
Cr 22.478 11.000 -17.193 2.915
Cs 26.496 12.139 -17.545 0.003
Cs 26.540 12.146 -13.167 0.002
Li 20.889 8.628 -15.221 0.001
Li 22.838 13.312 -14.037 0.013
P 23.331 10.990 -15.002 -0.002
O 24.175 10.726 -16.296 0.030
O 22.234 9.956 -15.400 -0.004
O 22.587 12.178 -15.610 -0.037
O 23.822 11.392 -13.593 0.003
S 20.398 9.371 -17.772 -0.003
O 19.638 9.219 -18.988 0.002
O 19.845 8.518 -16.694 -0.001
O 21.865 9.235 -17.948 0.016
O 20.522 10.770 -17.275 -0.018
S 23.294 12.251 -19.521 0.005
O 22.247 12.489 -18.460 0.008
O 22.798 11.946 -20.839 0.006
O 24.394 13.203 -19.314 0.002
O 23.776 10.994 -18.922 0.059
C 24.860 7.002 -16.593 -0.002
C 24.763 6.107 -17.848 0.001
N 25.137 4.715 -17.721 0.000
C 26.399 4.468 -17.030 0.000
C 27.574 5.091 -17.760 0.000
C 24.051 3.940 -17.104 0.000
C 22.861 3.718 -18.054 0.000
H 24.624 8.030 -16.838 0.002
H 25.818 6.875 -16.076 0.000
H 24.207 6.646 -15.785 0.000
H 23.792 6.252 -18.319 0.000
H 25.408 6.565 -18.608 0.000
H 26.282 4.765 -15.977 0.000
H 26.497 3.381 -17.107 0.000
H 27.570 4.772 -18.805 0.000
H 27.460 6.179 -17.767 0.000
H 28.579 4.875 -17.399 0.000
H 23.655 4.451 -16.218 0.000
H 24.424 2.936 -16.895 0.000
H 22.451 4.679 -18.362 0.000
H 22.133 3.083 -17.550 0.000
H 23.130 3.219 -18.986 0.000
C 20.360 14.305 -14.321 0.000
C 20.772 14.694 -12.896 -0.001
N 21.697 13.700 -12.341 0.001
C 21.172 12.308 -12.137 -0.002
C 19.959 12.243 -11.205 0.000
C 22.360 14.160 -11.126 0.000
C 23.257 15.398 -11.357 0.000
H 21.187 14.401 -15.033 0.000
H 19.636 14.974 -14.789 0.000
H 19.958 13.297 -14.415 0.000
H 21.312 15.640 -12.966 0.000
H 19.891 14.965 -12.302 0.000
H 21.992 11.767 -11.665 0.000
H 21.028 11.846 -13.113 0.001
H 20.017 12.920 -10.359 0.000
H 19.996 11.246 -10.759 0.000
H 19.076 12.356 -11.832 0.000
H 21.658 14.377 -10.316 0.000
H 23.071 13.396 -10.801 0.000
H 23.767 15.280 -12.323 0.000
H 22.664 16.306 -11.438 0.000
H 24.079 15.493 -10.651 0.000
C 29.222 8.819 -13.471 0.000
C 28.521 8.465 -12.159 0.000
N 27.143 8.961 -12.140 0.000
C 26.549 8.850 -10.803 0.000
C 25.363 9.738 -10.499 0.000
C 26.278 8.471 -13.220 0.002
C 25.949 6.976 -13.101 0.001
H 28.852 8.319 -14.362 0.000
H 30.282 8.590 -13.339 0.000
H 29.202 9.898 -13.656 0.000
H 28.548 7.381 -11.977 0.000
H 29.152 8.807 -11.335 0.000
H 26.223 7.800 -10.730 0.000
H 27.270 8.889 -9.985 0.000
H 25.666 10.789 -10.539 0.000
H 24.510 9.655 -11.177 0.000
H 24.925 9.581 -9.514 0.000
H 26.712 8.631 -14.203 -0.002
H 25.321 8.981 -13.096 0.000
H 25.274 6.679 -13.904 0.000
H 25.388 6.697 -12.207 0.000
H 26.830 6.333 -13.120 0.000

---

Record 5
77
Properties=species:S:1:pos:R:3:mulliken_spin:R:1 method="wB97M-V/def2-TZVPD" multiplicity=11 relative_energy_kcal_mol=43.82 total_charge=+1 mol_weight_g_mol=563.4 s2=30.01 lumo_energy_ev="-2.25 / -2.69" homo_lumo_gap_ev="8.957 / 8.631"
Mn 1.641 -1.800 -0.350 4.798
Mn 0.364 -0.064 1.218 4.810
O 2.106 0.205 -0.070 0.038
H 2.840 0.846 0.006 0.018
O -0.224 -1.223 -0.432 0.071
H -0.659 -0.831 -1.214 0.018
O 1.385 -1.798 1.672 0.105
H 1.517 -1.989 2.621 0.018
C -3.568 5.376 -2.791 0.000
O -3.049 6.252 -1.784 0.000
C -1.669 6.469 -1.879 0.000
C -0.760 5.288 -1.578 0.000
O -0.999 4.170 -2.423 0.002
C -0.101 3.115 -2.327 -0.004
C -0.634 1.816 -2.947 0.004
O -0.540 1.898 -4.352 0.000
C -1.186 0.730 -4.860 0.000
H -3.257 4.334 -2.861 0.000
H -3.422 5.804 -3.783 0.000
H -4.636 5.254 -2.609 0.000
H -1.468 7.179 -1.076 0.000
H -1.524 6.946 -2.848 0.000
H -0.838 5.145 -0.501 0.000
H 0.272 5.522 -1.841 0.000
H 0.108 2.958 -1.269 0.007
H 0.891 3.325 -2.727 0.001
H -1.666 1.648 -2.637 -0.001
H -0.021 0.973 -2.628 0.009
H -1.223 0.667 -5.948 0.000
H -2.243 0.832 -4.616 0.000
H -0.879 -0.251 -4.499 0.000
C 2.635 -0.942 -3.257 0.011
O 2.053 -1.943 -2.447 0.021
C 1.088 -2.742 -3.155 0.019
C 0.826 -3.989 -2.387 -0.001
O 1.118 -3.754 -1.024 0.004
C 0.754 -4.766 -0.039 0.005
C -0.735 -4.778 0.304 -0.002
O -1.519 -5.522 -0.641 0.000
C -2.896 -5.505 -0.356 0.000
H 3.314 -1.350 -4.006 0.002
H 3.206 -0.262 -2.625 -0.003
H 1.915 -0.287 -3.747 0.001
H 1.421 -2.926 -4.177 0.000
H 0.186 -2.146 -3.294 -0.005
H 1.422 -4.825 -2.753 -0.001
H -0.224 -4.278 -2.439 -0.002
H 1.329 -4.488 0.844 -0.002
H 1.114 -5.761 -0.300 0.004
H -1.086 -3.772 0.533 0.010
H -0.849 -5.353 1.223 0.000
H -3.354 -6.124 -1.127 0.000
H -3.336 -4.515 -0.230 0.000
H -3.158 -5.991 0.584 0.000
C -2.437 -1.004 1.858 0.011
O -1.245 -0.650 2.486 -0.004
C -1.309 0.274 3.538 0.011
C -0.009 0.552 4.176 -0.001
O 1.057 0.766 3.236 0.010
C 2.113 1.605 3.762 0.010
C 3.109 0.803 4.577 0.003
O 2.542 0.564 5.851 0.001
C 3.401 0.019 6.885 0.000
H -3.218 -0.848 2.602 0.004
H -2.311 -2.027 1.504 -0.002
H -2.523 -0.435 0.932 0.004
H -1.992 -0.083 4.309 0.005
H -1.666 1.238 3.174 -0.001
H 0.304 -0.299 4.779 -0.006
H -0.180 1.375 4.870 0.001
H 1.784 2.527 4.241 0.002
H 2.634 1.927 2.860 -0.003
H 4.058 1.330 4.672 0.000
H 3.310 -0.186 4.164 0.001
H 2.866 0.028 7.834 0.000
H 4.218 0.740 6.896 0.000
H 3.718 -0.996 6.641 0.000

---

Record 6
78
Properties=species:S:1:pos:R:3:mulliken_spin:R:1 method="wB97M-V/def2-TZVPD" multiplicity=2 relative_energy_kcal_mol=23.48 total_charge=+1 mol_weight_g_mol=546.5 s2=0.76 lumo_energy_ev="-2.71 / -10.17" homo_lumo_gap_ev="8.872 / 1.408"
C 4.640 -1.715 4.608 0.000
C 5.608 -2.460 3.718 0.000
O 5.091 -2.410 2.342 0.000
P 5.407 -1.284 1.225 0.000
O 6.746 -1.234 0.574 0.000
O 4.286 -1.621 0.072 0.000
C 2.943 -1.451 0.278 0.000
C 2.320 -2.953 -0.058 0.000
O 4.927 0.081 1.940 0.000
C 4.653 1.315 1.197 0.000
C 5.973 1.972 0.975 0.000
H 4.593 -0.653 4.371 0.000
H 3.592 -1.993 4.500 0.000
H 4.794 -1.833 5.681 0.000
H 6.598 -2.055 3.929 0.000
H 5.544 -3.536 3.882 0.000
H 2.728 -1.176 1.310 0.000
H 2.438 -0.637 -0.242 0.000
H 3.013 -3.710 0.310 0.000
H 1.326 -3.222 0.297 0.000
H 2.442 -3.137 -1.126 0.000
H 4.254 1.084 0.209 0.000
H 4.021 2.019 1.739 0.000
H 6.435 2.291 1.909 0.000
H 6.756 1.508 0.376 0.000
H 5.839 2.893 0.407 0.000
C -1.868 -2.708 4.164 0.000
C -0.635 -2.670 3.326 0.000
O -0.085 -1.366 3.322 0.000
P -0.537 -0.144 2.291 -0.001
O 0.590 0.555 1.591 0.000
O -1.565 -0.901 1.359 0.002
C -1.432 -1.345 -0.013 0.001
C -1.933 -0.281 -1.031 -0.001
O -1.530 0.848 3.187 0.000
C -2.449 1.712 2.473 0.000
C -3.622 1.860 3.510 0.000
H -1.460 -2.864 5.163 0.000
H -2.448 -1.791 4.063 0.000
H -2.492 -3.472 3.700 0.000
H 0.133 -3.357 3.681 0.000
H -0.968 -2.872 2.308 0.000
H -0.406 -1.628 -0.245 0.000
H -1.974 -2.289 -0.060 0.000
H -1.350 -0.632 -1.881 0.004
H -2.980 -0.100 -1.278 -0.001
H -1.472 0.675 -0.784 0.000
H -1.872 2.635 2.417 0.000
H -2.731 1.456 1.451 0.000
H -3.203 2.171 4.467 0.000
H -4.353 2.629 3.256 0.000
H -4.152 0.908 3.486 0.000
C 0.394 1.324 -3.308 -0.002
C -0.684 0.964 -4.229 0.008
O -1.851 1.415 -3.552 0.183
P -3.197 1.735 -4.435 -0.076
O -2.890 2.097 -5.857 0.372
O -4.098 0.369 -4.226 0.342
C -3.557 -0.924 -4.527 0.024
C -4.767 -1.921 -4.506 0.009
O -4.010 2.739 -3.431 0.057
C -3.329 3.702 -2.612 -0.004
C -3.946 4.996 -2.859 0.000
H 0.083 2.256 -2.835 0.000
H 0.462 0.746 -2.386 0.002
H 1.389 1.413 -3.745 0.002
H -0.546 1.538 -5.145 0.018
H -0.709 -0.068 -4.580 0.017
H -3.108 -0.816 -5.515 0.007
H -2.921 -1.382 -3.770 0.027
H -4.475 -2.958 -4.672 -0.001
H -5.115 -1.805 -3.480 -0.001
H -5.469 -1.790 -5.330 0.003
H -3.292 3.403 -1.564 0.003
H -2.379 3.983 -3.066 0.003
H -3.405 5.753 -2.292 0.001
H -3.783 5.254 -3.905 0.000
H -4.975 4.867 -2.522 0.001

---

no.,E (hartree)
1,-4897.94984
2,-1803.53809
3,-1788.56763
4,-4017.82968
5,-3917.39940
6,-2639.58744